No. 1
Density functional theory data (ωB97M-V/def2-TZVPD) for an isolated ion of composition C7H8N2OP and charge +1.

```
! wB97M-V def2-TZVPD RIJCOSX def2/J DEFGRID3
* xyz 1 1
C 0.348 1.545 0.250
C -1.638 1.014 -1.106
C 0.456 0.237 0.636
C -1.400 -0.290 -0.839
C -0.639 1.907 -0.682
C -0.396 -0.747 0.035
C 0.574 -2.791 1.001
N -1.660 4.772 -0.392
N -0.447 3.070 -1.222
O -0.344 -2.067 0.179
P -0.834 4.568 -1.589
H 1.190 2.306 0.458
H -2.366 1.324 -1.816
H 1.245 0.099 1.344
H -2.168 -1.159 -0.974
H 0.349 -2.507 2.117
H 1.549 -2.592 0.852
H 0.508 -3.854 0.903
H -0.279 4.859 -2.740
*
```

Frontier orbital gap (alpha / beta) = 7.4 / 6.3 eV
E_LUMO (alpha / beta) = -6.304 / -6.224 eV
Energy above the lowest of the compared OMol25 structures with the same formula, charge and spin = 235.6 kJ/mol
E_tot = -797.14653 Eh
HOMO level (alpha / beta) = -13.70 / -12.53 eV

---

No. 2
Density functional theory data (ωB97M-V/def2-TZVPD) for a 3-piece molecular cluster, C32H63INO5Si overall.

```
! wB97M-V def2-TZVPD RIJCOSX def2/J DEFGRID3
* xyz 1 1
C 6.822 -3.896 -0.365
C 8.226 -3.248 -0.223
C 8.086 -1.727 -0.249
O 8.751 -1.040 0.490
O 7.201 -1.229 -1.181
C 6.431 -0.151 -0.698
C 5.089 -0.606 -0.079
N 4.209 0.569 0.011
C 4.158 1.273 1.147
C 5.017 0.927 2.359
C 4.341 -0.294 3.115
O 3.033 -0.459 2.593
Si 2.330 -1.999 2.797
C 2.137 -2.734 1.062
C 3.309 -3.164 3.897
C 0.632 -1.736 3.556
C 3.347 2.356 1.275
C 2.545 2.735 0.218
I 1.348 4.433 0.524
C 2.599 1.994 -0.979
C 1.687 2.423 -2.117
O 0.421 1.746 -1.951
O -0.555 2.653 -1.482
C 3.461 0.921 -1.067
C 3.554 0.159 -2.378
C 4.172 1.050 -3.522
C 2.180 -0.496 -2.800
C 2.293 -2.051 -2.816
H 6.817 -4.953 -0.094
H 6.135 -3.359 0.304
H 6.492 -3.747 -1.396
H 8.834 -3.546 -1.089
H 8.777 -3.568 0.660
H 6.195 0.484 -1.563
H 6.950 0.498 0.016
H 5.300 -1.031 0.902
H 4.618 -1.407 -0.647
H 5.977 0.589 1.958
H 5.144 1.787 3.012
H 4.324 -0.039 4.181
H 4.988 -1.160 2.927
H 1.859 -3.791 1.096
H 3.116 -2.630 0.574
H 1.415 -2.136 0.492
H 4.223 -3.452 3.351
H 2.741 -4.086 4.059
H 3.652 -2.718 4.836
H 0.668 -1.582 4.640
H 0.026 -2.637 3.388
H 0.110 -0.897 3.079
H 3.349 2.924 2.197
H 1.476 3.494 -2.134
H 2.032 2.137 -3.108
H -0.872 2.240 -0.664
H 4.237 -0.688 -2.325
H 4.536 2.002 -3.120
H 4.975 0.526 -4.046
H 3.400 1.267 -4.266
H 1.481 -0.268 -1.994
H 1.853 -0.148 -3.780
H 2.465 -2.453 -3.817
H 1.306 -2.422 -2.505
H 2.993 -2.427 -2.064
C -6.986 2.749 -3.538
C -6.383 1.909 -2.417
C -4.908 2.215 -2.157
C -3.966 1.935 -3.330
C -3.979 0.499 -3.854
C -3.531 -0.528 -2.819
H -6.505 2.548 -4.497
H -8.048 2.525 -3.651
H -6.890 3.815 -3.322
H -6.520 0.847 -2.639
H -6.941 2.104 -1.497
H -4.580 1.645 -1.281
H -4.809 3.270 -1.882
H -2.946 2.187 -3.019
H -4.202 2.611 -4.156
H -3.307 0.441 -4.714
H -4.974 0.238 -4.224
H -2.523 -0.305 -2.459
H -3.518 -1.527 -3.258
H -4.206 -0.557 -1.961
C -8.369 1.509 4.536
C -7.405 1.913 3.424
C -7.628 1.150 2.119
C -7.425 -0.363 2.205
C -6.048 -0.813 2.690
C -4.911 -0.379 1.770
H -8.242 0.463 4.820
H -8.195 2.114 5.427
H -9.405 1.658 4.226
H -6.374 1.787 3.768
H -7.532 2.980 3.224
H -6.966 1.564 1.352
H -8.647 1.340 1.768
H -7.607 -0.792 1.214
H -8.186 -0.796 2.861
H -6.045 -1.904 2.754
H -5.861 -0.446 3.703
H -5.059 -0.763 0.758
H -3.958 -0.764 2.140
H -4.826 0.709 1.718
*
```

Frontier orbital gap = 8.6 eV
E_LUMO = -3.650 eV
E_tot = -2274.96221 Eh
HOMO level = -12.22 eV

---

No. 3
Density functional theory data (ωB97M-V/def2-TZVPD) for C22H18GaN5PS2Se2 as an isolated structure.

```
! wB97M-V def2-TZVPD RIJCOSX def2/J DEFGRID3
* xyz 1 1
Ga -1.912 0.761 -0.845
Se 0.401 -2.299 -1.749
P 2.507 -2.272 0.177
Se 0.711 -0.819 0.015
C 3.822 -1.077 -0.261
C 4.583 -0.262 0.566
C 5.468 0.648 0.011
C 5.600 0.754 -1.363
C 4.858 -0.070 -2.195
C 3.976 -0.980 -1.647
C 2.374 -2.667 1.957
C 2.849 -1.948 3.047
C 2.631 -2.417 4.331
C 1.902 -3.576 4.543
C 1.385 -4.274 3.462
C 1.628 -3.828 2.178
H 4.509 -0.322 1.637
H 6.050 1.284 0.661
H 6.282 1.479 -1.783
H 4.965 -0.004 -3.268
H 3.388 -1.626 -2.290
H 3.376 -1.018 2.918
H 3.026 -1.865 5.172
H 1.730 -3.926 5.551
H 0.796 -5.166 3.622
H 1.231 -4.368 1.326
C -0.108 2.660 1.968
C -1.426 3.202 1.571
N -2.206 2.683 0.671
C -3.361 3.403 0.499
C -3.450 4.509 1.296
S -2.058 4.651 2.285
C -4.304 2.927 -0.490
C -5.487 3.482 -0.884
S -6.209 2.539 -2.123
C -4.879 1.445 -2.048
N -3.985 1.779 -1.162
C -4.735 0.265 -2.933
H 0.114 1.748 1.411
H -0.100 2.434 3.034
H 0.670 3.397 1.771
H -4.237 5.232 1.364
H -5.963 4.369 -0.521
H -5.657 0.056 -3.469
H -4.447 -0.608 -2.342
H -3.944 0.460 -3.662
N -3.591 -2.441 -6.450
C -3.120 -2.384 -5.405
N -2.691 -2.375 -4.184
C -1.813 -1.998 -3.442
N -1.150 -1.579 -2.526
*
```

Frontier orbital gap = 7.2 eV
E_LUMO = -3.318 eV
Energy above the lowest of the compared OMol25 structures with the same formula, charge and spin = 443.6 kJ/mol
E_tot = -8988.06974 Eh
HOMO level = -10.56 eV

---

No. 4
Density functional theory data (ωB97M-V/def2-TZVPD) for C11H28BN2O8S2 as an isolated structure.

```
! wB97M-V def2-TZVPD RIJCOSX def2/J DEFGRID3
* xyz -1 1
C -1.176 0.261 -0.853
C -2.506 -0.002 0.010
B -2.284 -0.838 1.378
O -3.261 -0.624 2.439
S -0.918 -2.084 1.719
O 0.420 -1.727 1.111
O -0.716 -2.079 3.235
N -1.310 -3.695 1.300
S -2.302 -3.764 -0.073
O -3.778 -3.610 0.267
O -1.882 -2.878 -1.219
N -2.153 -5.414 -0.660
C -3.048 -5.641 -1.834
C -0.734 -5.698 -0.954
C 0.093 -5.127 -2.195
O -0.089 -6.419 -0.144
H -0.223 0.377 -0.246
H -1.067 -0.499 -1.712
H -1.336 1.274 -1.385
H -3.279 -0.515 -0.664
H -2.943 1.040 0.252
H -4.109 -0.937 2.034
H -3.971 -6.205 -1.432
H -3.429 -4.675 -2.307
H -2.557 -6.339 -2.598
H 0.907 -5.878 -2.452
H 0.612 -4.154 -1.869
H -0.543 -4.979 -3.139
C -0.104 5.494 0.635
C -0.831 4.189 0.922
C -0.616 3.740 2.359
O -0.359 3.179 0.035
H 0.976 5.378 0.776
H -0.257 5.799 -0.404
H -0.456 6.295 1.290
H -1.900 4.315 0.732
H 0.446 3.564 2.558
H -1.134 2.796 2.548
H -0.984 4.489 3.066
H 0.588 3.059 0.196
C 4.816 1.180 -0.490
C 3.796 2.286 -0.270
C 4.410 3.659 -0.496
O 3.292 2.207 1.061
H 5.652 1.275 0.210
H 4.364 0.201 -0.313
H 5.210 1.204 -1.510
H 2.950 2.146 -0.948
H 5.232 3.840 0.204
H 3.669 4.445 -0.323
H 4.792 3.758 -1.516
H 4.033 2.330 1.668
*
```

Frontier orbital gap = 7.9 eV
E_LUMO = 2.481 eV
Energy above the lowest of the compared OMol25 structures with the same formula, charge and spin = 0.0 kJ/mol
E_tot = -1968.56270 Eh
HOMO level = -5.46 eV

---

Q: Which of these has the lowest E_tot?
A: C22H18GaN5PS2Se2

---

Q: Number 4 is which compound?
A: C11H28BN2O8S2

---

What did the second record say?
Density functional theory data (ωB97M-V/def2-TZVPD) for a 3-piece molecular cluster, C32H63INO5Si overall.

```
! wB97M-V def2-TZVPD RIJCOSX def2/J DEFGRID3
* xyz 1 1
C 6.822 -3.896 -0.365
C 8.226 -3.248 -0.223
C 8.086 -1.727 -0.249
O 8.751 -1.040 0.490
O 7.201 -1.229 -1.181
C 6.431 -0.151 -0.698
C 5.089 -0.606 -0.079
N 4.209 0.569 0.011
C 4.158 1.273 1.147
C 5.017 0.927 2.359
C 4.341 -0.294 3.115
O 3.033 -0.459 2.593
Si 2.330 -1.999 2.797
C 2.137 -2.734 1.062
C 3.309 -3.164 3.897
C 0.632 -1.736 3.556
C 3.347 2.356 1.275
C 2.545 2.735 0.218
I 1.348 4.433 0.524
C 2.599 1.994 -0.979
C 1.687 2.423 -2.117
O 0.421 1.746 -1.951
O -0.555 2.653 -1.482
C 3.461 0.921 -1.067
C 3.554 0.159 -2.378
C 4.172 1.050 -3.522
C 2.180 -0.496 -2.800
C 2.293 -2.051 -2.816
H 6.817 -4.953 -0.094
H 6.135 -3.359 0.304
H 6.492 -3.747 -1.396
H 8.834 -3.546 -1.089
H 8.777 -3.568 0.660
H 6.195 0.484 -1.563
H 6.950 0.498 0.016
H 5.300 -1.031 0.902
H 4.618 -1.407 -0.647
H 5.977 0.589 1.958
H 5.144 1.787 3.012
H 4.324 -0.039 4.181
H 4.988 -1.160 2.927
H 1.859 -3.791 1.096
H 3.116 -2.630 0.574
H 1.415 -2.136 0.492
H 4.223 -3.452 3.351
H 2.741 -4.086 4.059
H 3.652 -2.718 4.836
H 0.668 -1.582 4.640
H 0.026 -2.637 3.388
H 0.110 -0.897 3.079
H 3.349 2.924 2.197
H 1.476 3.494 -2.134
H 2.032 2.137 -3.108
H -0.872 2.240 -0.664
H 4.237 -0.688 -2.325
H 4.536 2.002 -3.120
H 4.975 0.526 -4.046
H 3.400 1.267 -4.266
H 1.481 -0.268 -1.994
H 1.853 -0.148 -3.780
H 2.465 -2.453 -3.817
H 1.306 -2.422 -2.505
H 2.993 -2.427 -2.064
C -6.986 2.749 -3.538
C -6.383 1.909 -2.417
C -4.908 2.215 -2.157
C -3.966 1.935 -3.330
C -3.979 0.499 -3.854
C -3.531 -0.528 -2.819
H -6.505 2.548 -4.497
H -8.048 2.525 -3.651
H -6.890 3.815 -3.322
H -6.520 0.847 -2.639
H -6.941 2.104 -1.497
H -4.580 1.645 -1.281
H -4.809 3.270 -1.882
H -2.946 2.187 -3.019
H -4.202 2.611 -4.156
H -3.307 0.441 -4.714
H -4.974 0.238 -4.224
H -2.523 -0.305 -2.459
H -3.518 -1.527 -3.258
H -4.206 -0.557 -1.961
C -8.369 1.509 4.536
C -7.405 1.913 3.424
C -7.628 1.150 2.119
C -7.425 -0.363 2.205
C -6.048 -0.813 2.690
C -4.911 -0.379 1.770
H -8.242 0.463 4.820
H -8.195 2.114 5.427
H -9.405 1.658 4.226
H -6.374 1.787 3.768
H -7.532 2.980 3.224
H -6.966 1.564 1.352
H -8.647 1.340 1.768
H -7.607 -0.792 1.214
H -8.186 -0.796 2.861
H -6.045 -1.904 2.754
H -5.861 -0.446 3.703
H -5.059 -0.763 0.758
H -3.958 -0.764 2.140
H -4.826 0.709 1.718
*
```

Frontier orbital gap = 8.6 eV
E_LUMO = -3.650 eV
E_tot = -2274.96221 Eh
HOMO level = -12.22 eV

---

Please write out number 3 again, unchanged.
Density functional theory data (ωB97M-V/def2-TZVPD) for C22H18GaN5PS2Se2 as an isolated structure.

```
! wB97M-V def2-TZVPD RIJCOSX def2/J DEFGRID3
* xyz 1 1
Ga -1.912 0.761 -0.845
Se 0.401 -2.299 -1.749
P 2.507 -2.272 0.177
Se 0.711 -0.819 0.015
C 3.822 -1.077 -0.261
C 4.583 -0.262 0.566
C 5.468 0.648 0.011
C 5.600 0.754 -1.363
C 4.858 -0.070 -2.195
C 3.976 -0.980 -1.647
C 2.374 -2.667 1.957
C 2.849 -1.948 3.047
C 2.631 -2.417 4.331
C 1.902 -3.576 4.543
C 1.385 -4.274 3.462
C 1.628 -3.828 2.178
H 4.509 -0.322 1.637
H 6.050 1.284 0.661
H 6.282 1.479 -1.783
H 4.965 -0.004 -3.268
H 3.388 -1.626 -2.290
H 3.376 -1.018 2.918
H 3.026 -1.865 5.172
H 1.730 -3.926 5.551
H 0.796 -5.166 3.622
H 1.231 -4.368 1.326
C -0.108 2.660 1.968
C -1.426 3.202 1.571
N -2.206 2.683 0.671
C -3.361 3.403 0.499
C -3.450 4.509 1.296
S -2.058 4.651 2.285
C -4.304 2.927 -0.490
C -5.487 3.482 -0.884
S -6.209 2.539 -2.123
C -4.879 1.445 -2.048
N -3.985 1.779 -1.162
C -4.735 0.265 -2.933
H 0.114 1.748 1.411
H -0.100 2.434 3.034
H 0.670 3.397 1.771
H -4.237 5.232 1.364
H -5.963 4.369 -0.521
H -5.657 0.056 -3.469
H -4.447 -0.608 -2.342
H -3.944 0.460 -3.662
N -3.591 -2.441 -6.450
C -3.120 -2.384 -5.405
N -2.691 -2.375 -4.184
C -1.813 -1.998 -3.442
N -1.150 -1.579 -2.526
*
```

Frontier orbital gap = 7.2 eV
E_LUMO = -3.318 eV
Energy above the lowest of the compared OMol25 structures with the same formula, charge and spin = 443.6 kJ/mol
E_tot = -8988.06974 Eh
HOMO level = -10.56 eV